1.
# C3H9N

2 unconnected molecules or ions with the total composition C3H9N (wB97M-V/def2-TZVPD, OMol25).

For the maximum force, the calculation gives 1.9 eV Å⁻¹. The SMILES is C=CC.N. As for the spin multiplicity: 1. Its HOMO energy is -9.82 eV.

Element x y z (Å)
C  1.825172  1.150187  -0.492345
C  0.524461  1.002919  -0.695961
C  -0.520395  1.118110  0.362856
H  2.434958  0.847154  -1.338143
H  2.263921  1.654109  0.356004
H  0.273918  0.354041  -1.528455
H  -0.436253  0.312530  1.087960
H  -1.521460  1.238515  -0.038414
H  -0.397825  2.058378  0.912453
N  -1.087259  -2.685609  0.396193
H  -0.183798  -2.358059  0.088550
H  -1.436956  -2.242875  1.233136
H  -1.738485  -2.449400  -0.343833

Cartesian forces, eV/Å:
C -0.093 0.524 -1.060
C 0.150 -1.742 0.819
C -0.117 1.589 0.229
H 0.476 0.108 0.405
H 0.053 -0.038 0.103
H -0.265 0.438 -0.428
H -0.291 -0.173 -0.128
H -0.204 -0.577 -0.105
H 0.283 -0.127 0.168
N -0.524 -0.385 -0.539
H 0.098 0.268 0.446
H 0.451 0.215 0.069
H -0.016 -0.100 0.019

---

2.
# C3H9N2

A gas-phase ion, C3H9N2 (charge +1) (wB97M-V/def2-TZVPD, OMol25).

As for the net charge: +1. For the maximum force, the calculation gives 3.3 eV Å⁻¹. The SMILES is C/C(N)=C/[NH3+]. As for the spin multiplicity: 1. Its HOMO energy is -14.30 eV.

Element x y z (Å)
C  1.323872  -0.597482  1.009632
C  0.191326  0.097005  0.387165
N  0.219426  1.591404  0.125236
C  -0.913249  -0.631900  -0.045115
N  -1.527430  -0.179764  -1.284138
H  1.387824  -1.651184  0.720884
H  2.275951  -0.164010  0.686043
H  1.450700  -0.668566  2.040910
H  0.327275  2.048882  1.039976
H  1.156561  1.746529  -0.199474
H  -1.070239  -1.656664  0.310749
H  -1.371125  0.783660  -1.177839
H  -0.951217  -0.359941  -2.101631
H  -2.499677  -0.357968  -1.512401

Cartesian forces, eV/Å:
C 1.228 -0.971 -0.971
C -2.909 0.599 -0.674
N 0.284 -2.495 0.452
C 3.082 -0.097 1.085
N -0.136 -0.156 0.001
H -0.270 0.182 -0.323
H -0.182 0.196 -0.255
H -0.430 0.590 2.131
H -0.765 -0.258 -0.040
H 0.605 0.306 -0.858
H 0.044 0.404 -0.720
H -0.285 2.784 0.022
H 0.030 -0.857 -0.205
H -0.296 -0.227 0.353

---

3.
# C3H9N2

A gas-phase ion, C3H9N2 (charge +1) (wB97M-V/def2-TZVPD, OMol25).

As for the net charge: +1. For the maximum force, the calculation gives 2.4 eV Å⁻¹. The SMILES is CCNC=[NH2+]. As for the spin multiplicity: 1. Its HOMO energy is -15.10 eV.

Element x y z (Å)
C  1.307855  1.891054  -0.556289
C  0.558233  1.132612  0.635733
N  0.192662  -0.272654  0.192776
C  -1.003298  -0.812918  0.126997
N  -1.227974  -2.060772  -0.304531
H  0.841671  1.946127  -1.540708
H  1.388610  2.922717  -0.066238
H  2.332065  1.607874  -0.800520
H  1.343591  0.890025  1.438443
H  -0.301962  1.793376  1.006329
H  1.042839  -0.872112  -0.030568
H  -1.837972  -0.189911  0.612066
H  -0.548150  -2.782263  -0.535973
H  -2.190249  -2.246339  -0.539188

Cartesian forces, eV/Å:
C -0.226 1.418 1.958
C 1.679 -0.448 -0.672
N 0.321 -0.462 0.028
C 0.667 0.379 0.950
N -0.753 1.010 0.267
H -0.744 0.043 0.454
H -0.008 -1.072 -1.237
H 0.010 -0.535 0.653
H -1.391 1.028 -0.833
H 1.041 -1.600 -0.478
H -1.586 1.112 0.128
H 1.010 -1.086 -1.407
H -0.007 0.652 -0.001
H -0.014 -0.437 0.188

---

4.
# C3H9N2O

2 unconnected molecules or ions with the total composition C3H9N2O (wB97M-V/def2-TZVPD, OMol25).

As for the net charge: -1. For the maximum force, the calculation gives 0.9 eV Å⁻¹. As for the spin multiplicity: 1. Its HOMO energy is -3.27 eV.

Element x y z (Å)
N  0.974766  1.465785  0.327920
C  0.182317  1.554072  1.575081
O  -0.433236  0.392416  1.857185
H  0.432969  1.080527  -0.433007
H  1.383696  2.351619  0.069577
H  0.905245  1.838281  2.367318
H  -0.566824  2.385509  1.506537
C  -0.661563  -1.302554  -2.125357
C  -0.035396  -1.419452  -0.961259
N  -0.626887  -1.560526  0.280867
H  -1.740400  -1.335084  -2.201951
H  -0.078606  -1.125836  -3.020038
H  1.066050  -1.347855  -1.019247
H  -0.558721  -0.624811  0.998983
H  -0.243417  -2.352088  0.777393

Cartesian forces, eV/Å:
N 0.519 -0.207 0.223
C -0.311 -0.239 -0.116
O -0.221 0.000 0.503
H -0.199 0.163 -0.054
H -0.113 0.191 -0.163
H 0.077 0.179 -0.011
H 0.164 0.087 -0.047
C -0.218 0.287 -0.416
C 0.757 -0.114 0.329
N -0.860 -0.053 0.229
H -0.081 -0.022 0.037
H -0.042 0.008 -0.129
H -0.083 -0.139 0.074
H 0.237 -0.207 -0.587
H 0.373 0.067 0.128

---

5.
# C3H9N2O

C3H9N2O in the gas phase (wB97M-V/def2-TZVPD, OMol25).

For the maximum force, the calculation gives 2.8 eV Å⁻¹. As for the spin multiplicity: 2. Its HOMO energy (alpha / beta) is -3.30 / -10.94 eV. As for the expectation value of S²: 0.75.

Element x y z (Å)
O  -0.653965  0.848071  1.069053
C  0.449150  0.649678  0.616327
N  1.503910  1.366489  1.116176
C  0.689255  -0.369986  -0.541127
N  -0.453709  -1.293410  -0.493706
C  -1.554714  -0.936746  -1.459482
H  1.247316  1.971666  1.877357
H  2.463224  1.467313  0.835482
H  1.006947  0.138298  -1.450703
H  1.681171  -0.824270  -0.374898
H  -0.906495  -1.227022  0.430806
H  -0.074410  -2.296571  -0.758586
H  -2.182403  -1.801268  -1.643514
H  -1.099823  -0.494223  -2.354275
H  -2.020032  -0.030913  -1.025880

Cartesian forces, eV/Å:
O -0.631 -0.444 0.196
C 1.176 0.572 -0.875
N -0.211 0.084 0.192
C 1.337 1.452 2.016
N -0.077 0.326 -1.751
C 0.759 1.968 0.119
H -0.146 0.081 0.002
H -0.111 -0.661 -0.531
H -1.347 0.076 -0.372
H -0.624 -0.977 0.536
H 0.458 -0.372 0.195
H -0.045 -0.362 0.285
H -0.088 0.036 0.047
H -0.026 -0.887 -0.097
H -0.424 -0.891 0.039

---

6.
# C3H9N2O

2 unconnected molecules or ions with the total composition C3H9N2O (wB97M-V/def2-TZVPD, OMol25).

As for the net charge: +1. For the maximum force, the calculation gives 6.0 eV Å⁻¹. As for the spin multiplicity: 1. Its HOMO energy (alpha / beta) is -10.89 / -11.29 eV.

Element x y z (Å)
C  -0.928343  0.436984  -1.618207
C  -0.489200  -1.228900  0.850963
C  1.265434  0.247713  0.498188
N  1.914618  1.308923  0.945939
N  -1.715704  -0.245776  -0.819296
O  0.255467  -0.145739  1.185967
H  -0.622415  1.487305  -1.416690
H  -0.427753  -0.181631  -2.480566
H  -1.298447  -1.561861  1.360007
H  0.234640  -2.021182  0.365898
H  1.557118  -0.348386  -0.341512
H  1.548445  1.567389  1.836075
H  2.631838  1.838778  0.507006
H  -1.983758  -0.005107  0.217531
H  -1.941941  -1.148510  -1.091303

Cartesian forces, eV/Å:
C 1.587 -0.251 -1.108
C 4.386 -2.335 -3.374
C -0.432 -0.035 -0.658
N -0.823 -0.724 0.514
N 0.672 2.454 2.455
O -0.516 0.827 0.844
H -0.586 -1.039 -0.185
H -1.198 1.579 1.668
H -1.695 -0.473 2.582
H -2.034 1.297 0.857
H 0.420 -0.133 -0.393
H 0.197 0.931 0.602
H 0.430 -0.045 -0.402
H 0.339 -0.137 -3.051
H -0.746 -1.916 -0.351

---

7.
# C3H9N2O

A molecular structure, C3H9N2O (wB97M-V/def2-TZVPD, OMol25).

As for the net charge: +1. For the maximum force, the calculation gives 2.0 eV Å⁻¹. As for the spin multiplicity: 1. Its HOMO energy is -13.68 eV.

Element x y z (Å)
N  1.563016  1.090585  -0.487227
C  0.241273  0.917097  -0.157139
C  -0.659426  -0.076197  -1.571111
C  -0.252179  -0.226169  0.483823
N  -1.419095  -0.290921  1.167013
O  0.560849  -1.267797  0.591218
H  2.147378  0.403176  -0.024820
H  1.884344  2.035972  -0.335832
H  0.040360  -2.066983  0.764196
H  -0.385807  1.776259  -0.346861
H  -1.658060  -0.396699  -1.317247
H  -0.047985  -0.943921  -1.788058
H  -0.515480  0.784940  -2.200016
H  -1.513068  -0.810408  2.024680
H  -2.283309  0.145181  0.891038

Cartesian forces, eV/Å:
N 0.091 -0.549 0.533
C -0.551 -0.261 -1.868
C 0.765 -0.090 1.186
C -0.202 -0.048 0.685
N -0.902 -0.237 -0.051
O 0.120 0.286 0.280
H 0.310 0.192 -0.253
H 0.071 -0.013 -0.215
H 0.175 -0.059 0.132
H -0.110 0.152 1.045
H -0.412 0.397 -0.363
H 0.264 0.236 -0.260
H -0.335 -0.161 -0.538
H 0.402 -0.336 -0.146
H 0.314 0.490 -0.166

---

8.
# C3H9N2O

2 unconnected molecules or ions with the total composition C3H9N2O (wB97M-V/def2-TZVPD, OMol25).

As for the net charge: +1. For the maximum force, the calculation gives 4.4 eV Å⁻¹. As for the spin multiplicity: 1. Its HOMO energy (alpha / beta) is -12.70 / -13.04 eV.

Element x y z (Å)
C  -2.666629  0.282341  0.302482
C  2.289543  0.506237  0.122129
C  -0.010734  -0.520332  -0.701188
N  -1.791762  0.756293  -0.443565
N  0.801552  0.416871  0.147895
O  -0.216484  -1.641424  -0.000577
H  -3.637638  0.735845  0.417366
H  -2.675716  -0.630564  1.040682
H  2.728475  -0.564426  0.250515
H  2.593901  0.734968  -0.970207
H  2.571861  1.199697  0.921140
H  0.011472  -0.366963  -1.744300
H  0.574342  0.117612  1.150916
H  0.194526  1.264626  -0.046414
H  -0.766715  -2.290787  -0.446879

Cartesian forces, eV/Å:
C 0.018 -1.765 1.575
C 1.091 -1.862 -2.583
C -2.461 1.414 3.369
N 1.850 -1.292 -0.579
N -2.172 -0.625 1.226
O 0.705 0.363 -0.495
H -0.328 0.848 -0.220
H 0.794 0.880 -1.563
H -0.932 1.914 0.319
H -0.292 0.373 2.068
H 0.297 -0.137 -0.594
H 0.298 -0.342 -1.056
H -0.093 0.576 -1.593
H 1.355 -0.167 0.479
H -0.130 -0.177 -0.353